# C2H14O6

6 unconnected molecules or ions with the total composition C2H14O6 (wB97M-V/def2-TZVPD, the Open Molecules 2025 dataset).

```
22
Properties=species:S:1:pos:R:3:nbo_charge:R:1
H -3.555 0.134 0.596 0.48
H 4.292 0.582 1.116 0.20
H 5.104 0.168 -0.418 0.20
O 1.775 -0.317 0.011 -0.76
H 0.185 -2.357 -1.408 0.45
O -1.834 0.099 -1.817 -1.22
H 0.634 1.250 0.782 0.51
H -2.200 1.009 -1.754 0.40
H -1.528 1.123 2.162 0.49
C 4.187 0.164 0.160 -0.59
O -0.028 1.365 1.472 -1.03
H 1.150 -0.582 -0.723 0.52
H -1.754 -0.023 2.890 0.44
H 2.932 -0.794 -1.436 0.17
H -2.482 -0.402 -1.243 0.48
C 3.062 -0.345 -0.410 0.15
H -4.386 -0.177 -0.711 0.37
H -0.432 -1.142 -2.124 0.52
O 0.420 -1.591 -1.878 -1.02
O -3.683 -0.443 -0.209 -1.21
O -2.286 0.764 2.645 -1.02
H 0.425 1.515 2.298 0.46
```

- <S²> = 0.750
- HOMO energy (alpha / beta) (eV) = 0.761 / -6.264
- net charge = -1
- energy above the lowest of the compared OMol25 structures with the same formula, charge and spin (eV) = 1.831
- spin multiplicity = 2
- gap between HOMO and LUMO (alpha / beta) (eV) = 2.5885 / 9.5044